{"formula": "C40H62BBrINO9S", "method": "wB97M-V/def2-TZVPD", "e_lumo_ev": -0.780, "e_tot_ha": -5586.78643, "orbital_gap_ha": 0.26108, "e_homo_ha": -0.28973, "species": ["C", "C", "C", "C", "O", "N", "C", "C", "C", "Br", "C", "C", "C", "C", "C", "C", "C", "C", "S", "C", "C", "C", "C", "C", "C", "C", "I", "C", "O", "C", "O", "C", "C", "C", "C", "C", "C", "C", "B", "O", "O", "C", "H", "H", "H", "H", "H", "H", "H", "H", "H", "H", "H", "H", "H", "H", "H", "H", "H", "H", "H", "H", "H", "H", "H", "H", "H", "H", "H", "H", "H", "H", "H", "H", "H", "H", "H", "H", "H", "H", "C", "C", "O", "H", "H", "H", "H", "H", "H", "C", "C", "O", "H", "H", "H", "H", "H", "H", "C", "C", "O", "H", "H", "H", "H", "H", "H", "C", "C", "O", "H", "H", "H", "H", "H", "H"], "coordinates": [[-4.80700, 4.59544, -2.58998], [-4.35528, 4.14832, -1.05203], [-2.73798, 4.49783, -0.81092], [-2.20802, 4.11815, 0.69333], [-2.08202, 2.67761, 0.96690], [-2.05193, 1.94803, -0.16097], [-2.84036, 0.66245, -0.05901], [-3.61204, 0.11439, 1.30441], [-4.48108, -1.30663, 1.36407], [-5.29698, -1.84646, 3.10824], [-4.63063, -2.25092, 0.03282], [-5.41984, -3.68285, -0.07365], [-6.96843, -3.67015, 0.46169], [-7.91884, -2.49623, -0.17488], [-7.54272, -2.05005, -1.70794], [-8.06538, -1.20185, 0.87409], [-3.86410, -1.72326, -1.35325], [-2.99314, -0.33264, -1.39487], [-2.04806, 0.29633, -2.93282], [-0.42787, 0.94330, -2.15182], [-0.65530, 1.74933, -0.70375], [0.73672, 2.31503, 0.02670], [2.25434, 2.07172, -0.63260], [3.65203, 2.61217, 0.10521], [3.92579, 4.23149, -0.18786], [3.39201, 5.13414, 1.07792], [5.10091, 5.53712, 2.40298], [2.46843, 1.25659, -2.07695], [3.81336, 1.07042, -2.64513], [4.35824, -0.26924, -2.36424], [4.25808, -1.25760, -3.29620], [5.13246, -0.71016, -0.96467], [6.71859, -1.20638, -0.90476], [7.48255, -1.62710, 0.52231], [6.67752, -1.61777, 1.96266], [5.08478, -1.16439, 1.92193], [4.34899, -0.70809, 0.51272], [1.06231, 0.72172, -2.80695], [1.10608, -0.11571, -4.25736], [0.97547, 0.50880, -5.58851], [1.28410, -1.59241, -4.12112], [-0.00543, -2.29770, -4.18095], [-5.54786, 5.52098, -2.55127], [-5.33140, 3.69247, -3.12155], [-3.85575, 4.96097, -3.16601], [-4.92888, 4.91042, -0.33470], [-4.62858, 3.04117, -0.78989], [-2.05568, 4.10007, -1.68857], [-2.68247, 5.68785, -0.88974], [-3.03623, 4.52840, 1.44872], [-1.22305, 4.71423, 0.91331], [-3.57101, 0.73640, 2.32203], [-5.38909, -4.03344, -1.21044], [-4.79236, -4.49546, 0.53404], [-7.07413, -3.67541, 1.64691], [-7.44732, -4.70744, 0.11520], [-9.02003, -2.95464, -0.22690], [-6.87129, -1.06697, -1.71681], [-8.57135, -1.72893, -2.22167], [-6.98779, -2.90876, -2.28027], [-7.28979, -0.35160, 0.66254], [-8.00171, -1.64713, 1.97284], [-9.19129, -0.81949, 0.76741], [-3.92306, -2.36014, -2.34303], [0.68244, 2.92747, 1.03874], [4.56295, 1.96047, -0.30823], [3.55384, 2.44299, 1.27946], [3.28351, 4.51472, -1.13247], [5.09032, 4.35763, -0.40441], [3.02472, 6.19658, 0.68015], [2.45981, 4.65699, 1.62995], [7.38642, -1.28752, -1.86700], [8.62783, -1.96190, 0.55070], [7.17895, -1.91903, 3.00095], [4.52015, -1.18207, 2.97077], [3.20945, -0.40398, 0.58458], [1.92334, 0.50190, -5.96880], [0.14658, -3.47101, -4.33800], [-0.62336, -2.21393, -3.16292], [-0.67587, -1.88916, -5.07928], [7.16538, -6.19243, 1.58352], [6.33451, -6.02043, 0.32889], [5.33005, -5.03984, 0.54282], [6.53327, -6.49356, 2.42532], [7.94178, -6.94843, 1.43661], [7.64192, -5.24776, 1.86515], [5.84270, -6.96087, 0.06341], [6.95741, -5.70677, -0.51447], [5.77734, -4.20660, 0.76967], [7.20113, -8.74295, 6.32549], [6.65238, -8.23611, 5.00791], [7.67711, -7.58035, 4.27567], [7.60264, -7.91508, 6.91901], [6.42230, -9.24734, 6.90422], [8.02551, -9.44375, 6.15793], [5.84372, -7.51973, 5.18011], [6.26068, -9.05971, 4.40301], [8.38657, -8.22724, 4.12066], [-7.35422, 2.02357, -5.22089], [-6.57519, 1.01495, -4.40246], [-7.20442, -0.25607, -4.47204], [-8.38296, 2.10391, -4.85469], [-6.88455, 3.01004, -5.17411], [-7.41268, 1.71024, -6.26837], [-6.53788, 1.32058, -3.35271], [-5.54905, 0.91933, -4.77063], [-7.22499, -0.52223, -5.40722], [1.21467, 7.85227, 4.59899], [2.21816, 8.98314, 4.50864], [3.52127, 8.49985, 4.79951], [1.22524, 7.40750, 5.59946], [0.20408, 8.20925, 4.38176], [1.46596, 7.05400, 3.89300], [1.97608, 9.76848, 5.23075], [2.22286, 9.42470, 3.50732], [3.73001, 7.80896, 4.14764]], "forces_ev_per_angstrom": [[0.1, 0.1, 0.6], [0.4, 1.4, 0.1], [-0.6, 0.7, -0.2], [-1.4, 2.0, -0.6], [0.0, 1.7, 1.1], [1.5, -3.8, -2.4], [-2.7, -4.3, 0.4], [0.0, -1.3, -2.1], [2.1, 1.1, -4.5], [1.1, 0.7, -1.9], [2.0, 3.1, -0.4], [0.6, 0.1, 0.4], [-0.6, -0.8, -0.4], [-0.7, 0.1, 0.4], [-0.5, 0.9, 0.5], [-1.1, -1.1, -0.2], [0.8, 2.5, 3.1], [-1.1, -0.5, 3.3], [0.7, 0.1, 2.5], [2.5, 1.6, 2.8], [4.5, -0.7, -1.7], [0.2, -1.7, -2.9], [-1.6, -1.3, -1.8], [-0.6, -0.2, -0.1], [-0.5, -0.9, 0.1], [-1.1, 0.6, -1.8], [-1.0, -0.2, -0.3], [-4.9, 1.1, 2.8], [-1.5, -2.4, 1.9], [-0.2, -6.1, -3.9], [0.7, 7.2, 6.0], [1.9, -0.6, 4.1], [-1.5, 0.1, 3.0], [-3.7, 0.8, 0.7], [-2.3, 1.3, -4.1], [2.4, -0.2, -3.0], [3.1, -1.0, 0.3], [-0.4, 1.5, 2.6], [0.2, -1.6, -0.5], [2.6, -1.1, 2.5], [-2.0, 2.6, -0.4], [-1.4, -1.1, -0.1], [1.5, -2.1, -0.1], [1.1, 1.9, 0.8], [-1.8, -0.9, 0.9], [1.2, -2.0, -1.3], [0.6, 2.2, -0.6], [-1.4, 0.5, 2.0], [0.0, -2.5, 0.3], [1.9, -1.0, -1.5], [-1.6, -1.5, -0.4], [0.0, -1.5, -2.7], [-0.1, 0.9, 2.5], [-1.4, 1.8, -1.2], [0.5, 0.2, -2.6], [1.2, 2.1, 0.7], [2.4, 0.8, 0.2], [-1.3, -2.3, 0.0], [2.4, -0.9, 0.8], [-1.3, 1.7, 0.9], [-1.5, -1.7, 0.6], [0.1, 1.2, -2.3], [2.6, -0.5, 0.1], [0.1, 1.4, 2.3], [0.0, -1.5, -2.4], [-2.2, 1.5, 1.0], [0.3, 0.3, -2.5], [1.4, -0.4, 1.8], [-2.7, 0.0, 0.5], [1.0, -2.3, 1.0], [2.3, 0.8, -1.0], [-1.7, 0.3, 2.0], [-2.9, 0.9, -0.4], [-1.2, 0.7, -2.7], [1.1, 0.1, -2.8], [2.6, -0.7, -0.3], [-2.2, -0.1, 0.6], [0.1, 2.7, 0.2], [1.5, 0.1, -2.2], [1.4, -0.9, 1.9], [-0.1, -0.2, 0.1], [0.2, 0.4, 0.2], [-0.1, 0.3, 0.0], [0.2, 0.0, -0.3], [0.0, 0.1, 0.1], [0.1, -0.1, -0.1], [-0.1, 0.2, 0.0], [0.1, -0.2, -0.1], [-0.3, -0.3, -0.1], [-0.1, 0.0, 0.3], [0.3, -0.2, 0.1], [0.4, -0.1, -0.1], [-0.1, -0.1, -0.1], [0.1, 0.0, 0.0], [-0.1, 0.0, 0.0], [0.2, 0.0, -0.2], [-0.2, 0.0, 0.1], [-0.4, 0.4, 0.1], [-0.1, 0.2, 0.0], [-0.1, 0.0, -0.4], [-0.1, -0.4, -0.2], [0.2, 0.0, 0.0], [-0.1, 0.0, -0.1], [0.1, 0.1, 0.0], [0.0, -0.2, -0.1], [0.1, 0.2, 0.1], [0.0, 0.1, 0.5], [-0.3, -0.1, 0.1], [0.1, -0.3, -0.1], [0.2, -0.1, -0.1], [0.0, 0.1, -0.1], [0.0, -0.1, 0.0], [0.0, 0.1, 0.0], [0.2, -0.1, -0.1], [-0.2, 0.1, 0.0], [0.0, 0.3, 0.3]], "mulliken_charge": [-0.608, -0.160, -0.596, -0.430, -0.356, 0.840, -0.252, -0.327, -0.204, -0.173, 0.675, -0.756, -0.719, 0.410, -0.713, -0.982, -0.631, 0.193, -0.114, -0.089, -0.018, -0.491, 0.345, -0.364, -0.375, -0.965, 0.017, -0.093, -0.411, 0.132, -0.473, 0.538, -0.430, -0.356, -0.358, -0.444, -0.178, 0.126, 0.652, -0.546, -0.440, -0.458, 0.287, -0.081, 0.303, 0.274, 0.086, 0.276, 0.376, 0.319, 0.182, 0.274, 0.254, 0.347, 0.301, 0.298, 0.389, -0.053, 0.322, 0.126, 0.151, 0.217, 0.355, 0.140, 0.184, 0.059, 0.334, 0.281, 0.387, 0.433, 0.294, 0.296, 0.280, 0.294, 0.274, 0.377, 0.333, 0.231, 0.133, 0.248, -0.800, -0.286, -0.459, 0.206, 0.310, 0.260, 0.308, 0.250, 0.213, -1.094, -0.194, -0.489, 0.281, 0.341, 0.329, 0.288, 0.265, 0.275, -1.123, 0.029, -0.495, 0.290, 0.299, 0.358, 0.188, 0.210, 0.276, -0.745, -0.228, -0.473, 0.261, 0.308, 0.108, 0.282, 0.240, 0.213]}